Molecular formula: C36H87N3
Method: DFT, ωB97M-V/def2-TZVPD

Results
ΔE to the lowest compared entry with this formula, charge and spin = 3.570 eV
electronic energy = -1587.39021 Ha
LUMO = 0.78 eV
orbital gap = 8.9788 eV
SMILES string = CCN(CC)CC.CCN(CC)CC.CCN(CC)CC.CCCCCC.CCCCCC.CCCCCC
2S+1 = 1

Element x y z (Å)
C (-3.22, 2.30, -2.72)
C (-1.71, 2.18, -3.06)
N (-0.88, 1.85, -1.84)
C (-1.04, 0.59, -1.12)
C (-0.66, -0.64, -1.93)
C (0.59, 2.10, -2.12)
C (0.75, 3.60, -1.73)
H (-3.32, 2.97, -1.85)
H (-3.70, 1.27, -2.39)
H (-4.09, 2.85, -3.41)
H (-1.65, 3.16, -3.36)
H (-1.53, 1.53, -3.90)
H (-2.17, 0.70, -0.78)
H (-0.45, 0.73, -0.09)
H (0.53, -0.53, -1.99)
H (-1.27, -0.78, -2.86)
H (-0.90, -1.36, -1.23)
H (1.04, 2.00, -3.11)
H (1.24, 1.66, -1.55)
H (1.76, 3.78, -2.14)
H (0.86, 3.95, -0.68)
H (0.18, 4.30, -2.20)
C (-0.81, -3.75, 1.02)
C (-1.89, -3.70, 2.09)
N (-1.52, -4.39, 3.41)
C (-0.36, -3.73, 4.13)
C (-0.64, -2.32, 4.59)
C (-2.70, -4.64, 4.14)
C (-2.38, -5.47, 5.43)
H (-1.01, -3.59, 0.12)
H (-0.34, -4.77, 1.05)
H (-0.28, -2.90, 1.16)
H (-2.65, -4.28, 1.53)
H (-2.11, -2.79, 2.24)
H (0.64, -3.76, 3.63)
H (0.01, -4.26, 4.96)
H (0.08, -1.77, 5.16)
H (-1.51, -2.13, 4.77)
H (-0.46, -1.66, 3.77)
H (-3.13, -5.08, 3.43)
H (-3.40, -3.82, 4.20)
H (-3.29, -5.92, 5.84)
H (-1.74, -5.04, 6.11)
H (-1.61, -6.35, 5.30)
C (3.02, -2.31, -1.44)
C (3.02, -2.23, 0.14)
N (3.14, -0.82, 0.69)
C (2.53, -0.69, 2.01)
C (3.50, -1.07, 3.08)
C (4.40, -0.26, 0.42)
C (4.38, 1.31, 0.77)
H (4.03, -2.10, -1.75)
H (2.30, -1.49, -1.98)
H (2.76, -3.42, -1.95)
H (3.86, -2.72, 0.27)
H (2.12, -2.89, 0.64)
H (1.49, -1.14, 2.09)
H (2.28, 0.33, 2.11)
H (4.55, -0.57, 3.22)
H (4.00, -2.15, 2.98)
H (2.98, -1.01, 4.05)
H (4.61, -0.28, -0.67)
H (5.22, -0.71, 1.08)
H (4.23, 1.41, 1.64)
H (3.64, 1.96, 0.26)
H (5.32, 1.96, 0.49)
C (5.16, 3.61, -2.62)
C (6.63, 3.83, -2.38)
C (7.29, 4.70, -3.36)
C (7.05, 6.21, -3.34)
C (7.86, 7.10, -4.27)
C (7.42, 8.58, -4.16)
H (4.81, 3.02, -1.76)
H (4.88, 2.90, -3.57)
H (4.62, 4.49, -2.61)
H (7.14, 2.79, -2.39)
H (6.71, 4.32, -1.34)
H (6.83, 4.46, -4.36)
H (8.36, 4.53, -3.23)
H (7.36, 6.49, -2.41)
H (6.06, 6.41, -3.34)
H (7.49, 6.87, -5.27)
H (8.89, 7.02, -3.97)
H (6.39, 8.57, -4.17)
H (7.96, 9.17, -4.96)
H (7.75, 9.08, -3.27)
C (-4.27, -1.59, -0.55)
C (-4.42, -1.84, -2.00)
C (-3.97, -3.19, -2.67)
C (-4.68, -3.31, -4.08)
C (-3.91, -4.44, -4.87)
C (-4.45, -4.68, -6.30)
H (-4.56, -0.74, -0.40)
H (-3.23, -1.50, -0.38)
H (-4.58, -2.30, 0.24)
H (-4.02, -1.00, -2.44)
H (-5.57, -1.67, -2.11)
H (-4.34, -4.14, -2.09)
H (-2.75, -3.27, -2.70)
H (-4.78, -2.40, -4.62)
H (-5.74, -3.68, -3.81)
H (-3.93, -5.37, -4.15)
H (-3.06, -4.11, -4.88)
H (-5.43, -4.83, -6.42)
H (-3.94, -5.54, -6.82)
H (-4.26, -3.73, -6.91)
C (-6.86, 0.30, 5.22)
C (-5.47, 1.03, 5.20)
C (-4.51, 0.29, 4.22)
C (-3.26, 1.03, 4.41)
C (-2.32, 0.93, 3.14)
C (-0.88, 1.36, 3.32)
H (-6.69, -0.76, 5.44)
H (-7.27, 0.33, 4.06)
H (-7.56, 0.79, 5.96)
H (-5.09, 1.09, 6.26)
H (-5.49, 2.17, 4.92)
H (-4.85, 0.10, 3.25)
H (-4.48, -0.92, 4.40)
H (-2.79, 0.55, 5.23)
H (-3.41, 2.12, 4.56)
H (-2.75, 1.33, 2.32)
H (-2.27, -0.19, 2.69)
H (-0.24, 0.66, 4.02)
H (-0.73, 2.45, 3.61)
H (-0.46, 1.32, 2.40)